Density functional theory data (wB97M-V/def2-TZVPD) for a molecular structure, C3H4O4Ru in a non-equilibrium geometry.

Computed properties:
HOMO (alpha / beta) = -24.92 / -24.04 eV
Total charge = +3
Max |F| = 5.50 eV/Å
E_tot = -13903.786 eV
Spin multiplicity = 6
Lowest unoccupied orbital energy (alpha / beta) = -15.27 / -18.35 eV
<S²> = 8.77

Geometry as XYZ:
```
12
Properties=species:S:1:pos:R:3:mulliken_charge:R:1
C 0.144 -0.505 0.909 0.845
O -0.978 -0.732 1.358 -0.635
O 0.874 -1.406 0.289 -0.122
C 2.105 -0.792 0.019 -0.233
O 1.126 0.264 1.672 -0.087
C 2.325 0.043 1.076 0.310
Ru -2.238 -1.971 1.775 1.737
H 3.128 0.754 1.251 0.452
H 2.806 -1.389 -0.555 0.432
O -0.005 0.351 -1.599 -0.511
H -0.376 1.199 -1.333 0.410
H 1.056 0.318 -1.509 0.403
```

=====

Density functional theory data (wB97M-V/def2-TZVPD) for a molecular structure, Cl4NiO16 in a non-equilibrium geometry.

Computed properties:
HOMO (alpha / beta) = -4.08 / -4.08 eV
Total charge = -2
Max |F| = 9.46 eV/Å
E_tot = -123859.058 eV
Spin multiplicity = 3
Lowest unoccupied orbital energy (alpha / beta) = 3.21 / 0.84 eV
<S²> = 2.00

Geometry as XYZ:
```
21
Properties=species:S:1:pos:R:3:mulliken_charge:R:1
Ni -4.622 6.373 -19.261 1.184
Cl -5.424 5.385 -22.848 1.658
O -6.776 5.199 -22.950 -0.598
O -5.096 6.290 -23.951 -0.691
O -5.062 5.892 -21.577 -0.521
O -4.680 4.102 -23.089 -0.701
Cl -8.308 7.062 -19.466 1.529
O -8.908 6.639 -18.243 -0.678
O -8.868 8.318 -19.601 -0.614
O -6.865 7.277 -19.467 -0.494
O -8.881 5.926 -20.231 -0.609
Cl -4.062 6.453 -16.527 1.956
O -3.993 5.201 -17.091 -0.701
O -3.207 7.076 -17.465 -0.605
O -5.447 6.664 -16.825 -0.583
O -3.675 6.271 -15.220 -0.569
Cl -0.789 6.837 -20.573 1.555
O -0.339 8.247 -20.202 -0.656
O -2.213 6.544 -20.790 -0.556
O -0.036 6.515 -21.742 -0.631
O -0.274 5.925 -19.470 -0.673
```

=====

What did the second record say?
Density functional theory data (wB97M-V/def2-TZVPD) for a molecular structure, Cl4NiO16 in a non-equilibrium geometry.

Computed properties:
HOMO (alpha / beta) = -4.08 / -4.08 eV
Total charge = -2
Max |F| = 9.46 eV/Å
E_tot = -123859.058 eV
Spin multiplicity = 3
Lowest unoccupied orbital energy (alpha / beta) = 3.21 / 0.84 eV
<S²> = 2.00

Geometry as XYZ:
```
21
Properties=species:S:1:pos:R:3:mulliken_charge:R:1
Ni -4.622 6.373 -19.261 1.184
Cl -5.424 5.385 -22.848 1.658
O -6.776 5.199 -22.950 -0.598
O -5.096 6.290 -23.951 -0.691
O -5.062 5.892 -21.577 -0.521
O -4.680 4.102 -23.089 -0.701
Cl -8.308 7.062 -19.466 1.529
O -8.908 6.639 -18.243 -0.678
O -8.868 8.318 -19.601 -0.614
O -6.865 7.277 -19.467 -0.494
O -8.881 5.926 -20.231 -0.609
Cl -4.062 6.453 -16.527 1.956
O -3.993 5.201 -17.091 -0.701
O -3.207 7.076 -17.465 -0.605
O -5.447 6.664 -16.825 -0.583
O -3.675 6.271 -15.220 -0.569
Cl -0.789 6.837 -20.573 1.555
O -0.339 8.247 -20.202 -0.656
O -2.213 6.544 -20.790 -0.556
O -0.036 6.515 -21.742 -0.631
O -0.274 5.925 -19.470 -0.673
```

=====

- Among the records above, which one has the lowest E_tot?
  Cl4NiO16